DFT (ωB97M-V/def2-TZVPD) results for a structure of composition C18H17Cl3N7NaO2S3Si.

Structure (XYZ):
```
52
Properties=species:S:1:pos:R:3:forces:R:3:lowdin_charge:R:1
Na -0.137 -0.221 -0.205 0.546 0.227 0.989 0.1041
C -0.323 5.298 2.953 -0.088 -0.420 -0.066 -0.4774
S -0.766 3.607 3.441 0.319 0.007 -0.090 0.7118
C 0.045 2.660 2.104 -0.186 0.061 -0.101 -1.2008
S -0.064 3.158 0.508 -0.007 0.125 -0.224 0.4848
N 0.630 1.608 2.599 -0.043 0.142 1.262 -0.1419
N 1.042 0.654 1.750 0.215 -0.449 -0.633 -0.0259
C 2.045 -0.036 2.143 -0.212 0.479 0.354 -0.1069
C 2.598 -1.146 1.383 0.317 -0.445 -0.259 -0.2678
C 3.538 -1.986 1.992 -0.131 0.145 -0.029 -0.0366
C 4.098 -3.015 1.261 0.027 -0.011 -0.143 -0.0891
C 3.729 -3.174 -0.066 0.080 0.041 0.149 -0.0810
C 2.788 -2.299 -0.588 -0.006 -0.113 -0.136 -0.1446
N 2.230 -1.321 0.108 -0.219 0.185 0.099 0.1250
H -0.846 5.988 3.615 0.008 -0.027 0.000 0.0104
H -0.628 5.438 1.919 -0.001 0.130 -0.052 -0.0215
H 0.755 5.423 3.040 -0.016 0.130 0.009 0.0225
H 2.533 0.208 3.089 -0.073 -0.015 0.035 0.1111
H 3.801 -1.826 3.030 0.005 0.007 0.003 0.1011
H 4.820 -3.685 1.714 -0.021 -0.004 0.027 0.0967
H 4.148 -3.963 -0.675 -0.047 -0.004 -0.030 0.0957
H 2.463 -2.392 -1.618 -0.068 -0.018 0.050 0.0910
N -0.023 -5.143 -6.491 -0.016 0.058 -0.131 0.0695
C -0.091 -3.926 -5.789 0.055 0.121 0.014 -0.3357
C 0.979 -3.508 -5.004 -0.007 -0.037 -0.047 -0.0476
C 0.941 -2.280 -4.368 0.006 -0.078 -0.002 -0.1044
C -0.165 -1.457 -4.506 -0.053 0.269 0.272 -0.2919
C -1.231 -1.859 -5.296 0.018 0.046 0.078 -0.0692
C -1.197 -3.090 -5.930 0.042 -0.068 -0.023 -0.0424
S -0.142 0.128 -3.656 0.133 0.331 0.045 0.5849
O 1.263 0.371 -3.415 0.029 -0.117 0.126 -0.3458
O -0.808 1.077 -4.520 -0.201 -0.218 0.006 -0.3329
N -0.818 -0.015 -2.203 -0.082 0.065 -1.378 -0.1539
C -2.120 -0.288 -2.049 -0.773 -0.025 -0.391 -0.4980
N -2.569 -0.321 -0.762 0.385 -0.010 -0.189 0.1105
C -3.839 -0.608 -0.564 0.064 0.028 0.159 -0.1558
C -4.738 -0.859 -1.590 -0.012 -0.040 -0.055 -0.0867
C -4.197 -0.814 -2.865 0.031 -0.018 0.051 -0.1596
N -2.932 -0.536 -3.108 0.208 0.004 -0.053 0.1201
H 0.595 -5.818 -6.070 -0.057 -0.061 0.078 0.0727
H -0.927 -5.537 -6.694 0.001 -0.084 0.064 0.0717
H 1.838 -4.161 -4.883 0.019 0.025 -0.002 0.1039
H 1.768 -1.939 -3.761 -0.013 -0.008 -0.006 0.0924
H -2.077 -1.197 -5.385 -0.086 0.011 -0.023 0.0960
H -2.035 -3.420 -6.535 0.000 0.051 -0.025 0.0997
H -4.153 -0.645 0.476 -0.022 -0.020 -0.011 0.1075
H -5.772 -1.109 -1.406 0.000 0.013 0.014 0.0788
H -4.806 -1.023 -3.743 -0.041 0.014 0.058 0.0976
Cl -0.640 -3.196 -1.564 0.057 -0.251 -0.534 0.1442
Si -0.794 -3.160 0.562 0.084 0.069 0.547 -0.4508
Cl 0.490 -4.903 0.955 0.172 -0.128 0.084 -0.0730
Cl -2.684 -4.215 0.732 -0.339 -0.116 0.058 -0.0627
```
Positions in Å, forces in eV/Å.

Computed properties:
Energy above the lowest of the compared OMol25 structures with the same formula, charge and spin = 20.1 kcal/mol
Kohn-Sham gap = 6.210 eV
Largest force on an atom = 1.4 eV Å⁻¹
Total charge = -2

***

DFT (ωB97M-V/def2-TZVPD) results for a structure of composition C6H9LaO4.

Structure (XYZ):
```
20
Properties=species:S:1:pos:R:3:forces:R:3:lowdin_charge:R:1
O 2.274 -0.582 -0.520 -1.309 2.035 -0.383 -0.2100
La 0.943 1.599 -0.840 -0.008 -1.460 0.722 2.4914
O 3.103 1.365 -0.933 -1.402 2.730 -0.515 -0.2386
C 3.450 0.150 -0.757 3.868 -4.202 0.883 -0.7008
O 4.533 -0.382 -0.727 -2.361 1.398 -0.239 0.2245
C 2.317 -1.986 -0.222 0.332 -1.469 0.198 -0.1888
C 0.900 -2.507 -0.215 -0.116 0.174 0.102 -0.0512
H 2.928 -2.476 -0.990 -0.112 0.236 0.214 0.1509
H 2.803 -2.113 0.754 -0.064 0.096 -0.316 0.1528
H 0.384 -2.267 -1.155 0.111 -0.180 0.097 0.0840
H 0.919 -3.598 -0.100 -0.063 0.304 -0.029 0.1094
H 0.329 -2.081 0.622 0.069 -0.166 -0.131 0.0820
C -3.528 1.736 0.887 -0.041 -4.345 1.415 -0.1180
C -3.284 3.049 0.668 0.090 1.948 1.813 0.0295
H -3.792 1.384 1.888 0.574 0.145 0.317 0.1358
H -2.769 3.256 1.654 -1.125 1.509 -0.844 0.1064
H -4.087 3.684 0.291 0.993 0.572 -0.876 0.1026
O -1.555 0.581 0.402 0.828 -0.181 -0.120 -0.1095
C -2.749 0.736 0.148 -0.174 1.590 -2.542 -0.1983
H -3.119 0.456 -0.854 -0.090 -0.733 0.235 0.1460
```
Positions in Å, forces in eV/Å.

Computed properties:
Energy above the lowest of the compared OMol25 structures with the same formula, charge and spin = 62.3 kcal/mol
Kohn-Sham gap (spin up / spin down) = 5.512 / 5.922 eV
Largest force on an atom = 5.8 eV Å⁻¹
Total charge = +2

***

DFT (ωB97M-V/def2-TZVPD) results for a structure of composition C26H48BiCl3N4O4Si.

Structure (XYZ):
```
87
Properties=species:S:1:pos:R:3:forces:R:3:lowdin_charge:R:1
C 2.440 -2.820 -3.008 -0.168 -0.020 0.874 -0.0852
C 1.866 -1.806 -3.939 -0.461 -0.529 -1.542 -0.2199
H 1.865 -3.756 -3.106 0.286 0.213 0.266 0.0826
H 2.368 -2.424 -1.994 0.006 -0.622 -0.210 -0.0518
H 3.504 -3.051 -3.211 -0.477 0.164 -0.045 0.1010
C 1.795 -2.194 -5.229 -0.037 0.523 0.435 -0.1129
C 2.171 -3.561 -5.702 0.158 -0.496 -0.588 -0.1087
H 1.479 -1.539 -6.039 0.033 0.026 0.404 0.0959
H 1.709 -4.398 -5.162 -0.083 0.341 0.054 0.0744
H 3.248 -3.782 -5.684 -0.083 0.277 0.111 0.0834
H 1.861 -3.637 -6.747 0.074 -0.215 0.051 0.0680
Bi 0.951 0.025 1.024 1.933 -1.497 1.621 1.1535
Cl 2.751 1.469 2.052 -0.336 -0.346 -0.272 -0.0923
Cl 2.840 -1.080 -0.268 -0.317 0.781 0.623 -0.0608
C 0.166 3.601 1.252 -0.526 -1.007 0.480 -0.3395
O -0.386 2.621 1.796 0.586 1.336 -1.080 -0.1276
N -0.476 4.607 0.620 0.487 -0.121 0.096 -0.1852
C -1.919 4.596 0.421 0.038 -0.126 -0.111 -0.0333
C 0.301 5.656 -0.041 0.260 -0.209 -0.182 -0.0502
H 1.277 3.676 1.246 -0.481 0.155 0.047 0.0998
H -2.417 4.243 1.332 0.090 0.161 -0.278 0.0991
H -2.199 3.941 -0.421 0.071 0.178 0.302 0.0739
H -2.213 5.621 0.161 -0.136 -0.328 0.250 0.0876
H 1.266 5.770 0.486 -0.550 0.132 -0.303 0.0949
H -0.277 6.591 -0.036 0.353 -0.229 0.203 0.0870
H 0.511 5.406 -1.098 -0.112 0.044 0.378 0.0889
H 0.416 -4.950 1.568 -0.173 -0.039 0.188 0.0406
H -0.085 -3.067 -0.373 -0.442 -0.235 -0.112 0.0569
C -0.631 -5.242 1.427 -0.226 -0.113 -0.177 -0.0974
C -1.024 -3.658 -0.416 0.207 0.082 -0.036 -0.0664
N -1.405 -4.127 0.910 -0.339 0.465 -0.212 -0.2240
H -1.080 -5.596 2.356 0.188 0.100 0.064 0.0858
C -2.082 -3.294 1.754 0.222 0.522 -0.110 -0.3865
O -2.382 -2.118 1.545 0.103 -1.294 -0.198 -0.0360
H -1.833 -3.063 -0.860 0.255 -0.053 0.268 0.0886
H -2.363 -3.811 2.695 0.144 0.183 -0.121 0.1305
H -0.649 -6.071 0.715 -0.118 0.056 -0.007 0.0830
H -0.861 -4.539 -1.055 0.010 0.293 0.193 0.0890
O 0.580 -0.404 -2.324 -1.633 0.223 0.849 -0.2597
C 1.522 -0.411 -3.420 0.268 -0.142 0.112 -0.2822
C 0.030 0.172 -5.356 -0.228 0.158 -0.784 -0.0936
C 1.103 0.540 -4.521 -0.230 -0.470 -0.581 -0.2149
H -0.472 -0.809 -5.237 0.394 0.923 0.141 0.1188
C -0.341 0.973 -6.461 0.168 -0.332 0.385 -0.0694
H 2.466 -0.152 -2.940 0.106 0.782 -0.112 0.1196
C 1.825 1.696 -4.814 -0.242 -0.476 -0.102 -0.0370
H -1.132 0.624 -7.156 0.530 0.327 0.621 0.1136
C 0.369 2.150 -6.727 0.354 -0.379 0.021 -0.0908
C 1.460 2.483 -5.913 0.313 0.013 0.143 -0.0855
H 2.708 1.881 -4.193 -0.313 0.312 -0.377 0.1248
H 0.162 2.726 -7.637 0.006 -0.143 0.529 0.1033
H 2.109 3.322 -6.163 -0.336 -0.021 -0.012 0.1003
Si -0.869 0.508 -2.111 0.555 0.311 -1.793 0.4286
Cl 0.931 -2.438 2.176 0.170 1.596 -0.267 -0.0712
C -2.162 -0.224 -3.259 -0.797 -0.191 -0.060 -0.1633
C -0.586 2.305 -2.580 -0.226 0.402 0.015 -0.1505
C -1.707 0.614 -0.395 -0.183 -1.132 1.022 -0.2360
H -2.254 0.262 -4.250 0.222 -0.197 0.632 0.0319
H -3.162 -0.169 -2.789 0.406 -0.060 -0.166 0.0328
H -1.943 -1.292 -3.422 -0.099 0.257 -0.008 0.0390
H -1.248 -0.239 0.223 -1.635 1.017 -0.574 -0.0843
H -2.812 0.346 -0.486 1.474 0.147 -0.079 0.0691
H -1.688 1.574 0.215 0.476 -1.215 -0.866 0.0283
H -0.509 2.608 -3.639 -0.116 -0.478 0.406 0.0356
H 0.271 2.770 -2.068 -0.263 -0.122 0.096 0.0378
H -1.521 2.727 -2.172 0.323 0.329 -0.139 0.0190
C 1.134 2.086 5.075 0.602 0.604 -0.544 -0.0748
N 0.460 1.053 5.801 -0.501 0.100 -0.557 -0.0966
C 0.894 0.780 7.157 0.250 0.168 -0.648 -0.1660
C -0.199 0.101 7.907 -0.204 -0.169 0.541 -0.1681
C -0.672 -1.087 7.126 -0.024 -0.519 -0.177 -0.1722
N -1.015 -0.720 5.770 -0.272 0.453 -0.591 -0.0988
C -1.889 -1.610 5.051 -0.088 -0.368 -0.047 -0.0491
C -0.278 0.179 5.038 0.501 -0.221 -0.375 -0.4474
O -0.276 0.219 3.786 -0.326 0.138 1.495 -0.0809
H 1.987 1.689 4.502 -0.203 0.319 0.248 0.0248
H 1.470 2.855 5.779 0.064 -0.190 -0.070 0.0881
H 0.452 2.573 4.366 0.160 -0.276 0.078 0.0800
H 1.793 0.153 7.119 0.074 -0.065 0.203 0.1337
H 1.180 1.729 7.603 -0.018 0.073 0.141 0.1182
H -1.039 0.764 8.106 -0.037 0.229 -0.171 0.1240
H 0.164 -0.227 8.870 0.155 -0.144 0.367 0.1141
H -1.546 -1.530 7.608 -0.091 0.058 -0.120 0.1203
H 0.090 -1.881 7.098 0.070 0.078 0.134 0.1338
H -1.334 -2.520 4.766 -0.359 0.185 -0.259 0.0871
H -2.694 -1.894 5.741 0.046 -0.007 -0.241 0.0873
H -2.313 -1.093 4.178 0.302 -0.438 0.219 0.0918
```
Positions in Å, forces in eV/Å.

Computed properties:
Energy above the lowest of the compared OMol25 structures with the same formula, charge and spin = 0.0 kcal/mol
Kohn-Sham gap = 7.757 eV
Largest force on an atom = 2.9 eV Å⁻¹

***

DFT (ωB97M-V/def2-TZVPD) results for an isolated molecule of CH2FOPS.

Structure (XYZ):
```
7
Properties=species:S:1:pos:R:3:forces:R:3:lowdin_charge:R:1
C 0.524 -0.457 0.428 -2.254 0.514 -1.901 -0.4862
O 0.270 -0.208 -2.131 -0.202 0.606 -0.659 -0.6584
F -1.304 1.430 1.213 0.085 -1.184 0.091 -0.4359
P -1.360 -0.044 0.458 1.483 0.828 -0.274 0.7825
S 0.105 0.749 -1.004 0.396 -2.083 0.807 0.6942
H 0.716 -1.400 -0.252 -0.034 1.744 1.985 0.0854
H 1.048 -0.069 1.288 0.525 -0.425 -0.048 0.0185
```
Positions in Å, forces in eV/Å.

Computed properties:
Energy above the lowest of the compared OMol25 structures with the same formula, charge and spin = 35.1 kcal/mol
Kohn-Sham gap = 8.938 eV
Largest force on an atom = 3.0 eV Å⁻¹
SMILES string = O=S1#P(F)C1

***

Q: Look up the energy above the lowest of the compared OMol25 structures with the same formula, charge and spin of the fourth one.
A: 35.1 kcal/mol

***

What did the second record say?
DFT (ωB97M-V/def2-TZVPD) results for a structure of composition C6H9LaO4.

Structure (XYZ):
```
20
Properties=species:S:1:pos:R:3:forces:R:3:lowdin_charge:R:1
O 2.274 -0.582 -0.520 -1.309 2.035 -0.383 -0.2100
La 0.943 1.599 -0.840 -0.008 -1.460 0.722 2.4914
O 3.103 1.365 -0.933 -1.402 2.730 -0.515 -0.2386
C 3.450 0.150 -0.757 3.868 -4.202 0.883 -0.7008
O 4.533 -0.382 -0.727 -2.361 1.398 -0.239 0.2245
C 2.317 -1.986 -0.222 0.332 -1.469 0.198 -0.1888
C 0.900 -2.507 -0.215 -0.116 0.174 0.102 -0.0512
H 2.928 -2.476 -0.990 -0.112 0.236 0.214 0.1509
H 2.803 -2.113 0.754 -0.064 0.096 -0.316 0.1528
H 0.384 -2.267 -1.155 0.111 -0.180 0.097 0.0840
H 0.919 -3.598 -0.100 -0.063 0.304 -0.029 0.1094
H 0.329 -2.081 0.622 0.069 -0.166 -0.131 0.0820
C -3.528 1.736 0.887 -0.041 -4.345 1.415 -0.1180
C -3.284 3.049 0.668 0.090 1.948 1.813 0.0295
H -3.792 1.384 1.888 0.574 0.145 0.317 0.1358
H -2.769 3.256 1.654 -1.125 1.509 -0.844 0.1064
H -4.087 3.684 0.291 0.993 0.572 -0.876 0.1026
O -1.555 0.581 0.402 0.828 -0.181 -0.120 -0.1095
C -2.749 0.736 0.148 -0.174 1.590 -2.542 -0.1983
H -3.119 0.456 -0.854 -0.090 -0.733 0.235 0.1460
```
Positions in Å, forces in eV/Å.

Computed properties:
Energy above the lowest of the compared OMol25 structures with the same formula, charge and spin = 62.3 kcal/mol
Kohn-Sham gap (spin up / spin down) = 5.512 / 5.922 eV
Largest force on an atom = 5.8 eV Å⁻¹
Total charge = +2